1.
48
Properties=species:S:1:pos:R:3:forces:R:3 method="wB97M-V/def2-TZVPD" charge=+1 homo_energy_ev="-12.34 / -12.34" orbital_gap_ev="8.964 / 2.878" de_lowest_kcal_mol=14.4 s2=0.756 spin_multiplicity=2
Br -1.2605 8.0534 4.4559 0.10 -1.35 -0.19
C -1.4521 6.0484 4.3789 -0.52 0.33 0.66
C -0.2175 5.3314 3.8451 -0.07 1.42 0.08
Br -0.6597 3.5876 3.1658 -0.09 -0.34 -0.03
H -2.3835 5.8404 3.8522 0.36 0.21 -0.39
H -1.6532 5.7556 5.4094 0.19 0.11 -0.02
H 0.5193 5.2314 4.6422 0.00 -0.16 -0.27
H 0.2004 5.8866 3.0054 0.06 -0.17 0.12
Br -0.7725 -1.8286 2.2586 0.67 0.93 -0.84
C 0.2221 -0.7166 0.9285 -0.99 1.97 0.33
C -0.2753 0.7812 0.9587 -0.68 -0.97 0.11
Br 0.9953 1.9298 -0.0872 -0.38 -0.73 0.31
H -0.0106 -1.0689 -0.0764 0.51 -0.54 0.28
H 1.2645 -0.6175 1.2315 -0.02 -0.88 -0.21
H -0.4105 1.1556 1.9734 0.86 0.27 -0.01
H -1.2305 1.0023 0.4826 0.12 -0.45 -0.32
Br 0.4985 0.6341 -3.4733 -0.27 0.98 1.10
C -0.3601 2.4577 -3.3424 -0.23 0.11 -0.24
C 0.5057 3.5434 -3.9208 -0.34 0.50 0.21
Br -0.8716 4.9233 -4.4271 1.11 -0.71 -0.02
H -0.5683 2.7042 -2.3013 -0.17 -0.67 -0.11
H -1.2828 2.3341 -3.9092 0.13 -0.26 0.11
H 1.1688 3.1733 -4.7027 -0.45 0.57 -0.42
H 1.0990 4.0376 -3.1515 0.02 -0.13 -0.15
Br 4.7903 -2.9019 -4.5689 -0.24 0.23 0.60
C 3.4382 -3.3305 -3.2318 -1.30 1.01 0.69
C 2.2859 -2.2813 -3.1946 -0.44 -0.67 -1.36
Br 0.6574 -2.9861 -2.2730 0.73 0.15 -0.26
H 3.7734 -3.3320 -2.1946 0.88 -0.57 -0.36
H 3.0528 -4.2919 -3.5712 -0.05 0.16 0.40
H 1.9692 -2.1313 -4.2267 -0.22 0.07 0.06
H 2.4235 -1.2924 -2.7573 0.74 -0.43 0.23
Br -2.8344 -1.0050 -1.1045 -0.03 -0.23 -0.47
C -3.8958 -1.0565 0.5137 0.15 0.93 1.26
C -4.7431 -2.2992 0.6760 -0.25 0.10 0.87
Br -5.7409 -2.2417 2.5080 1.04 0.07 -1.79
H -4.3995 -0.0924 0.5844 -0.56 -0.35 -0.42
H -3.1319 -0.9546 1.2846 -0.21 -0.56 0.08
H -4.0984 -3.1769 0.7202 -0.26 0.02 0.11
H -5.5075 -2.4190 -0.0918 0.03 0.10 0.26
Br 0.3269 -5.4445 0.9842 1.02 -0.14 0.17
C 2.2698 -5.0847 1.2404 0.02 0.88 0.34
C 2.3930 -3.5363 1.1703 1.53 -0.95 -0.15
Br 4.2590 -2.9800 1.7780 -1.02 -0.34 -0.41
H 2.8625 -5.6155 0.4954 -0.46 0.44 -0.58
H 2.6882 -5.5227 2.1465 -0.85 0.28 0.47
H 1.7332 -2.9401 1.8006 0.02 -0.57 -0.14
H 2.3631 -3.2634 0.1155 -0.21 0.32 0.30

---

2.
18
Properties=species:S:1:pos:R:3:forces:R:3 method="wB97M-V/def2-TZVPD" charge=+1 homo_energy_ev=-13.69 orbital_gap_ev=9.561 de_lowest_kcal_mol=27.2 spin_multiplicity=1
C 1.6449 1.6716 0.3471 -0.80 -1.72 1.54
C 0.2193 1.2744 0.6560 -2.32 0.51 1.20
C -1.6882 -0.6879 0.5002 2.26 3.21 0.87
C -1.6819 -2.5700 -0.8918 -1.41 -0.81 0.54
N 1.9081 1.0435 -0.9490 -1.11 1.70 0.08
O -2.2408 -1.6913 0.0802 -2.76 -3.40 -0.53
S -0.0385 -0.5378 0.1694 0.77 1.68 0.60
S -2.7329 0.4649 1.2140 -0.98 -0.70 -0.08
H 1.8087 2.7425 0.4523 -0.25 0.18 -0.26
H 2.2453 1.1905 1.1382 0.25 0.15 -0.51
H -0.2184 1.4518 1.7199 1.26 -0.42 -1.63
H -0.4706 1.8250 -0.0119 0.24 -0.27 0.14
H -1.1678 -1.9684 -1.5631 0.56 0.82 -1.87
H -2.5609 -3.1099 -1.2054 0.10 -0.07 -0.77
H -1.0061 -3.2523 -0.4740 1.01 -0.93 0.98
H 1.2719 1.5698 -1.6292 1.78 -0.93 0.70
H 2.8701 1.3024 -1.0235 0.76 -0.13 -1.57
H -3.7803 -0.4021 0.8738 0.63 1.14 0.55

---

3.
19
Properties=species:S:1:pos:R:3:forces:R:3 method="wB97M-V/def2-TZVPD" charge=0 homo_energy_ev=-8.34 orbital_gap_ev=9.135 de_lowest_kcal_mol=97.5 spin_multiplicity=1
C 0.5761 -1.5166 -1.9792 0.03 -0.08 -0.18
O 0.5908 -0.9960 -0.6654 0.01 0.01 0.11
C 0.0496 0.3191 -0.6086 -0.09 0.25 0.02
C 0.1519 0.9274 0.7850 0.04 0.02 -0.01
C -0.4112 2.3424 0.7995 0.00 0.12 -0.02
C -0.9275 -1.4922 2.0227 0.08 -0.43 -0.14
O 0.2936 -1.9299 1.8762 -0.17 -0.10 -0.01
H 1.1674 -0.8816 -2.6551 -0.08 -0.09 0.12
H 1.0202 -2.5141 -1.9491 -0.07 0.15 0.01
H -0.4486 -1.5877 -2.3740 0.15 0.02 0.12
H 0.6071 0.9556 -1.3163 -0.09 -0.07 0.09
H -0.9996 0.2926 -0.9467 0.12 0.00 0.08
H 1.1991 0.8990 1.1097 -0.11 0.08 -0.06
H -0.3638 2.7504 1.8130 0.00 0.01 -0.17
H -1.4657 2.3300 0.4980 0.17 0.06 0.03
H 0.1316 3.0154 0.1283 -0.06 -0.05 0.07
H -0.4081 0.3737 1.5461 0.12 0.14 -0.31
H -1.3435 -1.3543 0.9824 0.04 -0.09 0.20
H 0.5805 -1.9333 0.9336 -0.07 0.05 0.06

---

4.
105
Properties=species:S:1:pos:R:3:forces:R:3 method="wB97M-V/def2-TZVPD" charge=0 homo_energy_ev=-9.25 orbital_gap_ev=7.576 spin_multiplicity=1 smiles="COC[C@H]1OC(=O)[C@H](C[C@@H](C)I)[C@@H]1CN.O=C1C=CC(=O)C=C1.O=C1C=CC(=O)C=C1.O=C1C=CC(=O)C=C1.O=C1C=CC(=O)C=C1.O=C1C=CC(=O)C=C1.O=C1C=CC(=O)C=C1"
C -1.1295 -4.1336 -2.1207 0.23 0.33 0.09
O -2.4862 -3.7504 -2.1501 -0.23 0.09 -0.01
C -2.7267 -2.6901 -3.0480 -0.08 0.17 -0.42
C -2.0265 -1.4185 -2.6103 0.15 -0.23 -0.15
O -2.2338 -0.2998 -3.5003 0.16 0.55 -0.20
C -1.6968 0.7925 -2.8657 0.20 1.85 -0.97
O -1.5855 1.8872 -3.4138 -0.28 -2.44 1.11
C -1.3243 0.4153 -1.4142 -0.75 0.35 -1.04
C 0.1733 0.1279 -1.2900 -0.82 0.23 0.47
C 0.7372 0.5680 0.0400 1.12 -0.31 0.20
C 2.1529 -0.0102 0.2186 -0.67 0.54 -0.25
I 0.8407 2.7073 0.1313 -0.22 0.18 -0.12
C -2.3026 -0.7553 -1.2652 0.59 -0.07 -0.49
C -2.3590 -1.5551 0.0108 -0.59 0.22 0.27
N -3.7648 -1.9781 0.2057 0.45 -0.07 0.06
H -0.5470 -3.4820 -1.4694 0.11 0.06 0.19
H -1.0540 -5.1295 -1.7193 -0.04 -0.31 -0.04
H -0.6603 -4.0723 -3.1024 -0.08 -0.19 -0.30
H -2.2998 -2.9765 -4.0116 -0.05 0.10 -0.30
H -3.7931 -2.5700 -3.2025 -0.26 0.06 0.34
H -0.9748 -1.6443 -2.7741 0.30 -0.14 0.62
H -1.6612 1.2606 -0.8259 0.33 0.16 0.27
H 0.6936 0.6329 -2.0963 0.32 -0.01 -0.11
H 0.3501 -0.9431 -1.3666 0.14 -0.21 -0.11
H 0.1401 0.2377 0.8793 -0.40 0.28 0.11
H 2.7945 0.6403 0.7943 0.10 -0.04 0.35
H 2.0618 -0.9798 0.6939 0.20 -0.26 0.05
H 2.5989 -0.1162 -0.7581 0.28 -0.17 -0.19
H -3.2634 -0.2686 -1.4308 -0.42 -0.16 0.32
H -2.0663 -0.9238 0.8499 0.37 0.14 0.04
H -1.7056 -2.4171 -0.0160 0.10 -0.23 0.04
H -3.8731 -2.3279 1.1514 -0.03 -0.16 0.05
H -4.3028 -1.1216 0.1835 -0.31 0.03 0.00
C 3.6636 3.7733 4.0581 -0.02 -0.03 0.01
C 2.6889 3.0682 3.4905 -0.05 0.03 0.01
C 2.3928 1.6801 3.9282 0.01 0.03 -0.01
O 1.5097 1.0262 3.4136 -0.02 -0.03 -0.01
C 3.2219 1.1134 5.0226 0.03 0.00 0.03
C 4.1948 1.8211 5.5891 -0.02 -0.05 0.00
C 4.4922 3.2087 5.1507 0.00 0.02 -0.02
O 5.3792 3.8524 5.6685 0.02 0.01 0.02
H 3.8989 4.7828 3.7492 0.02 0.00 -0.01
H 2.0753 3.4624 2.6890 0.08 -0.05 0.06
H 2.9878 0.1006 5.3255 -0.03 0.00 -0.02
H 4.8116 1.4277 6.3872 0.02 0.03 0.00
C -6.7510 -6.7941 -0.2398 -0.03 -0.02 0.02
C -6.9379 -7.0528 -1.5305 0.00 -0.02 0.04
C -6.3114 -6.2107 -2.5824 0.00 0.03 -0.01
O -6.4792 -6.4513 -3.7585 -0.01 -0.01 -0.01
C -5.4738 -5.0720 -2.1358 -0.03 -0.02 0.08
C -5.2860 -4.8076 -0.8444 0.02 -0.09 -0.12
C -5.9093 -5.6531 0.2003 0.01 0.06 -0.03
O -5.7337 -5.4232 1.3806 0.01 -0.02 0.04
H -7.1947 -7.3943 0.5446 0.01 0.02 0.02
H -7.5448 -7.8799 -1.8762 0.00 0.01 -0.03
H -5.0221 -4.4750 -2.9157 0.01 -0.04 -0.04
H -4.6699 -3.9784 -0.5137 -0.02 0.04 0.00
C 6.7842 -1.4472 -2.1695 0.05 0.00 -0.02
C 7.5558 -1.3861 -3.2511 -0.02 -0.01 0.05
C 6.9891 -1.0597 -4.5843 0.00 0.00 0.00
O 7.6907 -1.0052 -5.5694 0.03 0.00 -0.03
C 5.5284 -0.8027 -4.6633 -0.05 0.00 0.02
C 4.7575 -0.8646 -3.5814 0.01 0.00 -0.04
C 5.3247 -1.1912 -2.2492 0.00 0.01 0.01
O 4.6214 -1.2443 -1.2628 0.08 -0.07 -0.05
H 7.1755 -1.6835 -1.1883 -0.03 0.00 0.02
H 8.6220 -1.5689 -3.2160 0.00 0.00 -0.04
H 5.1365 -0.5653 -5.6440 0.03 0.00 -0.01
H 3.6909 -0.6807 -3.6173 0.00 0.00 0.03
C 3.4812 9.0346 1.5974 -0.03 -0.04 0.02
C 3.1702 7.7469 1.7149 0.00 0.04 0.01
C 3.9937 6.6945 1.0698 -0.01 0.01 -0.03
O 3.7096 5.5199 1.1755 -0.03 -0.04 0.07
C 5.1774 7.1309 0.2895 0.03 0.03 -0.02
C 5.4894 8.4184 0.1715 0.00 -0.05 0.00
C 4.6665 9.4729 0.8167 0.00 0.00 0.00
O 4.9505 10.6448 0.7113 0.01 0.04 0.00
H 2.8950 9.8191 2.0583 0.02 0.03 -0.01
H 2.3111 7.4057 2.2789 0.00 -0.03 -0.01
H 5.7627 6.3456 -0.1712 -0.02 -0.03 0.01
H 6.3477 8.7594 -0.3929 0.00 0.03 0.01
C -0.5232 -5.9850 3.6508 0.04 -0.01 -0.02
C 0.2219 -5.9433 2.5498 0.00 0.01 0.05
C -0.3515 -5.5176 1.2501 -0.12 0.01 -0.08
O 0.3265 -5.4830 0.2429 0.05 -0.04 0.17
C -1.7913 -5.1402 1.2242 0.06 -0.02 0.01
C -2.5381 -5.1853 2.3250 -0.02 0.06 0.01
C -1.9608 -5.6092 3.6268 0.01 0.00 -0.04
O -2.6343 -5.6487 4.6317 -0.01 0.01 0.05
H -0.1258 -6.2925 4.6097 -0.03 0.00 0.02
H 1.2702 -6.2136 2.5458 0.00 0.01 -0.03
H -2.1973 -4.8349 0.2664 -0.02 0.01 0.00
H -3.5904 -4.9230 2.3250 0.00 -0.06 0.01
C -4.1756 5.7252 1.2671 -0.01 -0.04 0.03
C -3.9935 4.4081 1.2898 0.00 0.03 0.03
C -3.3593 3.7019 0.1498 0.03 0.11 -0.04
O -3.1979 2.4996 0.1701 -0.11 -0.12 0.06
C -2.9321 4.5163 -1.0142 0.07 -0.04 -0.10
C -3.1148 5.8337 -1.0368 -0.01 -0.03 0.04
C -3.7498 6.5428 0.1019 0.02 0.00 -0.04
O -3.9140 7.7429 0.0858 -0.01 0.04 0.02
H -4.6363 6.2628 2.0860 0.00 0.03 -0.02
H -4.2942 3.7933 2.1286 0.01 -0.03 -0.01
H -2.4672 3.9785 -1.8329 0.01 -0.06 0.01
H -2.8118 6.4476 -1.8752 -0.01 0.02 0.01